1.
Entry from the Open Molecules 2025 dataset: a 2-piece molecular cluster, C30H33N2S overall at a distorted geometry (ωB97M-V/def2-TZVPD).

XYZ file:
```
66
Properties=species:S:1:pos:R:3:mulliken_charge:R:1
C 0.978 2.297 4.063 -1.12
S 0.915 1.710 2.279 0.29
C 2.411 0.634 2.423 -0.77
C -0.307 0.529 2.104 -0.82
C -1.675 0.784 2.414 1.12
C -2.566 -0.242 2.837 -0.62
C -3.921 0.003 3.017 -0.64
C -4.428 1.284 2.821 0.47
C -5.834 1.525 2.909 -0.09
N -6.986 1.721 2.949 -0.51
C -3.558 2.340 2.514 -0.86
C -2.211 2.098 2.361 -0.58
H 0.086 2.899 4.270 0.38
H 1.043 1.436 4.749 0.34
H 1.880 2.920 4.140 0.43
H 2.470 0.052 1.498 -0.14
H 3.284 1.294 2.522 0.48
H 2.313 -0.022 3.302 0.47
H 0.080 -0.484 2.201 0.50
H -2.176 -1.234 3.039 0.43
H -4.605 -0.800 3.292 0.49
H -3.954 3.344 2.386 0.45
H -1.539 2.930 2.168 0.37
C 1.351 1.896 -4.077 -1.50
C 1.959 2.148 -2.697 1.98
C 3.312 2.832 -2.857 -2.05
C 1.064 3.019 -1.821 -1.37
C 2.170 0.810 -1.982 -0.61
N 3.398 0.323 -1.742 0.20
C 3.337 -0.944 -1.138 -0.50
C 1.981 -1.259 -0.981 0.39
C 1.618 -2.424 -0.324 -0.10
C 2.619 -3.262 0.166 -0.95
C 3.975 -2.902 0.055 -0.59
C 4.358 -1.716 -0.596 -1.01
C 1.203 -0.128 -1.493 1.23
C -0.176 -0.037 -1.456 0.42
C -1.123 -1.110 -1.393 -0.05
C -0.968 -2.390 -2.009 -0.51
C -1.891 -3.404 -1.794 -0.46
C -3.026 -3.190 -1.006 1.00
C -3.931 -4.333 -0.654 -1.48
C -3.261 -1.905 -0.509 -0.90
C -2.372 -0.870 -0.760 -0.56
H 0.380 1.381 -4.024 0.28
H 1.207 2.852 -4.601 0.44
H 2.029 1.281 -4.692 0.37
H 3.783 3.017 -1.883 0.39
H 3.994 2.261 -3.500 0.40
H 3.163 3.806 -3.335 0.43
H 1.508 3.114 -0.816 0.26
H 0.976 4.021 -2.265 0.47
H 0.055 2.609 -1.702 0.32
H 4.282 0.779 -1.953 0.26
H 0.567 -2.679 -0.215 0.46
H 2.345 -4.199 0.653 0.45
H 4.728 -3.552 0.483 0.43
H 5.395 -1.397 -0.663 0.46
H -0.626 0.923 -1.743 0.20
H -0.104 -2.554 -2.663 0.46
H -1.730 -4.386 -2.244 0.44
H -4.796 -3.955 -0.096 0.35
H -4.284 -4.849 -1.557 0.37
H -3.404 -5.073 -0.030 0.32
H -4.166 -1.716 0.084 0.32
H -2.602 0.147 -0.428 0.42
```

Calculated values
- LUMO energy: -4.686 eV
- Frontier orbital gap: 4.49 eV
- Total charge: +1
- Spin multiplicity: 1

=====

2.
Entry from the Open Molecules 2025 dataset: an isolated molecule of C24H28N6O3S2 at a distorted geometry (ωB97M-V/def2-TZVPD).

XYZ file:
```
63
Properties=species:S:1:pos:R:3:mulliken_charge:R:1
C -0.480 1.112 4.052 -0.88
N -0.819 1.454 2.702 0.26
C -0.082 2.180 1.794 0.29
C 1.282 2.698 2.064 -0.65
C 1.938 3.225 0.811 -0.01
C 1.908 2.486 -0.365 1.04
C 2.483 2.972 -1.525 -0.79
C 3.126 4.199 -1.510 -0.68
C 3.181 4.934 -0.338 -0.66
C 2.583 4.453 0.814 -0.60
N -0.744 2.295 0.682 -0.65
N -1.915 1.653 0.815 -0.55
C -1.958 1.141 2.019 0.55
S -3.242 0.161 2.655 -0.19
C -4.418 0.237 1.261 -0.86
C -4.067 -0.763 0.158 0.64
O -4.627 -1.832 0.076 -0.64
N -3.094 -0.303 -0.666 -0.02
C -2.434 -1.000 -1.678 -0.35
C -2.947 -2.158 -2.260 -0.23
C -2.227 -2.822 -3.239 -0.88
C -0.980 -2.364 -3.630 -0.37
C -0.481 -1.220 -3.040 -0.39
S 1.169 -0.685 -3.455 1.46
O 1.207 0.713 -3.781 -0.71
O 1.776 -1.594 -4.373 -0.75
N 1.977 -0.741 -1.962 -0.40
C 1.722 -1.705 -1.028 0.56
N 1.001 -2.681 -1.384 -0.29
C 0.604 -3.698 -0.448 -1.11
C -0.319 -3.168 0.656 0.16
C 0.418 -2.454 1.788 -1.17
C 1.157 -1.190 1.353 1.04
C 2.288 -1.463 0.355 -1.42
C -1.193 -0.513 -2.096 0.07
H -1.346 0.653 4.527 0.35
H 0.352 0.405 4.070 0.28
H -0.197 2.010 4.604 0.33
H 1.228 3.490 2.818 0.54
H 1.885 1.885 2.487 0.34
H 1.399 1.534 -0.379 -0.04
H 2.406 2.405 -2.442 0.47
H 3.576 4.584 -2.412 0.43
H 3.681 5.891 -0.322 0.37
H 2.615 5.042 1.720 0.38
H -4.429 1.264 0.900 0.40
H -5.379 -0.037 1.695 0.44
H -2.659 0.591 -0.397 0.30
H -3.900 -2.537 -1.929 0.48
H -2.638 -3.714 -3.685 0.41
H -0.374 -2.878 -4.356 0.50
H 2.467 0.099 -1.699 0.29
H 0.063 -4.443 -1.038 0.42
H 1.475 -4.189 0.008 0.37
H -1.048 -2.494 0.200 -0.29
H -0.868 -4.010 1.082 0.42
H -0.310 -2.187 2.560 0.43
H 1.135 -3.146 2.239 0.39
H 0.448 -0.488 0.907 -0.59
H 1.589 -0.719 2.242 0.22
H 2.977 -0.616 0.329 0.44
H 2.845 -2.348 0.671 0.56
H -0.785 0.395 -1.677 0.57
```

Calculated values
- Relative energy (zero: lowest compared OMol25 entry of this formula, charge and spin): 7.3 kcal per mole
- SMILES string: Cn1c(Cc2ccccc2)nnc1SCC(=O)Nc1cccc(S(=O)(=O)NC2=NCCCCC2)c1
- LUMO energy: 0.181 eV
- Frontier orbital gap: 8.69 eV
- Spin multiplicity: 1

=====

3.
Entry from the Open Molecules 2025 dataset: C47H62BN7O5PS3TeTi as an isolated structure at a distorted geometry (ωB97M-V/def2-TZVPD).

XYZ file:
```
128
Properties=species:S:1:pos:R:3:mulliken_charge:R:1
Ti -2.122 0.968 -0.155 -0.59
C 0.367 -1.989 -3.950 -1.76
C 0.946 -1.485 -2.675 0.10
C 2.251 -1.198 -2.511 -1.47
C 2.713 -0.656 -1.283 -0.13
N 1.897 -0.394 -0.293 -0.73
N 0.588 -0.703 -0.429 1.10
B -0.498 -0.466 0.761 -0.09
N -1.004 -1.906 1.166 0.44
N 0.019 -2.758 1.329 -0.46
C -0.228 -4.005 1.593 -0.25
C -1.555 -4.444 1.847 -0.62
C -2.594 -3.589 1.678 0.14
C -4.010 -4.013 1.896 -1.81
C -2.307 -2.266 1.202 1.44
S -3.536 -1.280 0.619 -0.45
C 0.972 -4.943 1.519 2.65
C 1.378 -5.035 0.041 -1.62
C 0.641 -6.342 2.032 -2.40
C 2.130 -4.358 2.323 -1.19
N 0.146 0.151 2.177 0.55
N 1.429 -0.065 2.537 -0.39
C 1.866 0.414 3.674 -0.19
C 1.039 1.218 4.498 -0.60
C -0.262 1.390 4.184 0.19
C -1.198 2.191 5.029 -1.76
C -0.754 0.731 3.008 1.02
S -2.402 0.619 2.729 -0.31
C 3.290 0.060 4.112 2.62
C 3.579 0.542 5.534 -2.49
C 3.461 -1.459 4.066 -1.36
C 4.292 0.709 3.171 -1.61
C 0.060 -1.246 -1.558 1.54
S -1.556 -1.568 -1.692 -0.08
C 4.204 -0.425 -1.047 2.54
C 4.668 -1.451 -0.005 -1.41
C 5.029 -0.632 -2.318 -2.34
C 4.429 1.007 -0.577 -1.43
H 1.152 -2.161 -4.687 0.51
H -0.361 -1.275 -4.343 0.06
H -0.200 -2.909 -3.795 0.35
H 2.942 -1.356 -3.328 0.50
H -1.746 -5.461 2.159 0.47
H -4.036 -5.021 2.309 0.39
H -4.567 -3.993 0.958 0.35
H -4.520 -3.325 2.571 0.32
H 0.555 -5.404 -0.572 0.42
H 2.226 -5.714 -0.074 0.47
H 1.659 -4.052 -0.339 0.10
H -0.140 -6.823 1.442 0.43
H 0.324 -6.334 3.076 0.46
H 1.533 -6.967 1.962 0.43
H 2.346 -3.352 1.973 -0.27
H 3.024 -4.973 2.198 0.43
H 1.894 -4.306 3.388 0.37
H 1.445 1.683 5.385 0.40
H -0.642 2.725 5.799 0.39
H -1.939 1.547 5.502 0.34
H -1.760 2.899 4.417 0.22
H 2.902 0.097 6.266 0.47
H 3.522 1.627 5.629 0.42
H 4.596 0.247 5.802 0.45
H 2.761 -1.957 4.738 0.41
H 4.476 -1.729 4.366 0.46
H 3.283 -1.831 3.059 -0.11
H 4.212 1.799 3.190 0.44
H 4.118 0.382 2.157 0.06
H 5.312 0.435 3.454 0.40
H 4.635 -2.457 -0.429 0.43
H 4.020 -1.445 0.870 -0.04
H 5.693 -1.247 0.313 0.40
H 4.991 -1.663 -2.671 0.39
H 6.075 -0.396 -2.108 0.47
H 4.701 0.022 -3.128 0.45
H 3.723 1.277 0.195 -0.01
H 4.295 1.699 -1.411 0.41
H 5.443 1.134 -0.191 0.40
C -6.043 2.596 0.346 -2.21
C -4.557 2.500 0.528 1.01
O -3.987 1.487 0.081 0.21
C -3.792 3.564 1.185 0.64
C -4.484 4.641 1.761 -0.98
C -3.822 5.676 2.380 -1.16
C -2.426 5.641 2.417 -0.71
C -1.716 4.609 1.850 -0.56
C -2.384 3.545 1.217 0.66
O -1.650 2.594 0.669 0.49
H -6.389 1.684 -0.133 0.30
H -6.273 3.450 -0.296 0.42
H -6.548 2.746 1.299 0.50
H -5.564 4.657 1.718 0.39
H -4.367 6.498 2.820 0.39
H -1.887 6.450 2.897 0.45
H -0.637 4.585 1.868 0.21
C 1.491 3.738 0.259 -0.87
C 1.279 3.227 -1.149 0.70
O 0.009 3.742 -1.597 -0.16
P -1.011 2.854 -2.451 -1.03
O -1.135 1.470 -1.754 0.66
Te -2.900 4.197 -2.784 -0.48
O -0.238 2.447 -3.782 0.33
C 0.073 3.445 -4.769 -0.39
C 1.122 2.862 -5.684 -1.24
H 2.523 3.597 0.573 0.53
H 0.838 3.216 0.957 -0.42
H 1.267 4.805 0.302 0.44
H 1.291 2.136 -1.191 -0.50
H 2.040 3.607 -1.837 0.54
H 0.419 4.353 -4.269 0.36
H -0.850 3.686 -5.302 0.35
H 2.033 2.626 -5.133 0.27
H 1.368 3.578 -6.470 0.39
H 0.758 1.948 -6.153 0.27
C -4.197 0.339 -2.469 -0.80
C -3.744 -0.234 -3.646 0.51
C -3.875 -1.629 -3.953 -0.39
C -3.373 -2.183 -5.095 -0.55
C -2.697 -1.409 -6.056 0.32
C -2.574 -0.029 -5.797 -0.73
C -3.074 0.534 -4.657 -0.14
C -2.152 -1.988 -7.234 0.07
N -1.706 -2.452 -8.193 -0.70
H -4.715 -0.250 -1.727 0.25
H -4.175 1.416 -2.373 0.22
H -4.371 -2.268 -3.231 0.29
H -3.486 -3.249 -5.262 0.43
H -2.066 0.598 -6.522 0.45
H -2.958 1.599 -4.494 0.18
```

Calculated values
- LUMO energy (alpha / beta): 1.771 / 1.768 eV
- Frontier orbital gap (alpha / beta): 4.52 / 4.51 eV
- Total charge: -1
- Spin multiplicity: 1

=====

4.
Entry from the Open Molecules 2025 dataset: a 2-piece molecular cluster, C5H9NO overall at a distorted geometry (ωB97M-V/def2-TZVPD).

XYZ file:
```
16
Properties=species:S:1:pos:R:3:mulliken_charge:R:1
C -0.871 0.829 0.464 -0.76
C -0.562 -1.540 -1.060 -0.95
C 1.162 0.910 -0.309 0.46
N -0.797 1.838 1.432 -0.56
C 1.619 -0.376 -0.300 -0.50
C 0.555 -1.281 -0.107 -0.06
O 1.483 2.058 -0.275 -0.53
H -0.218 2.624 1.157 0.27
H -0.518 1.504 2.345 0.22
H -1.341 1.144 -0.463 0.32
H -1.411 -0.024 0.858 0.37
H 2.673 -0.643 -0.357 0.41
H 0.744 -2.121 0.567 0.35
H -1.519 -1.714 -0.558 0.33
H -0.320 -2.464 -1.604 0.33
H -0.680 -0.743 -1.791 0.31
```

Calculated values
- Relative energy (zero: lowest compared OMol25 entry of this formula, charge and spin): 119.4 kcal per mole
- LUMO energy (alpha / beta): -0.444 / -0.445 eV
- Frontier orbital gap (alpha / beta): 6.52 / 6.52 eV
- Spin multiplicity: 1

=====

5.
Entry from the Open Molecules 2025 dataset: a 2-piece molecular cluster, C3H10N4 overall at a distorted geometry (ωB97M-V/def2-TZVPD).

XYZ file:
```
17
Properties=species:S:1:pos:R:3:mulliken_charge:R:1
H -0.485 -1.777 0.923 0.25
N 0.231 -1.799 0.198 -0.69
C 0.146 -0.761 -0.561 0.80
C 1.107 -0.646 -1.718 -1.09
N -0.782 0.257 -0.389 -0.36
C -2.075 0.049 0.238 -1.09
H 0.767 -1.288 -2.535 0.29
H 2.103 -0.970 -1.403 0.29
H 1.170 0.386 -2.073 0.35
H -0.824 0.915 -1.165 0.20
H -1.986 0.173 1.320 0.31
H -2.475 -0.947 0.023 0.36
H -2.789 0.788 -0.137 0.34
H 2.435 1.745 2.795 0.23
N 1.737 1.135 2.338 -0.30
N 1.290 1.616 1.285 -0.35
H 0.429 1.123 0.860 0.47
```

Calculated values
- Relative energy (zero: lowest compared OMol25 entry of this formula, charge and spin): 47.1 kcal per mole
- SMILES string: [H]/N=C(/C)NC.[H]/N=N/[H]
- LUMO energy: 0.810 eV
- Frontier orbital gap: 9.26 eV
- Spin multiplicity: 1